[1]
Computed, not measured: C11H25Cl2N2OP2Ru as an isolated structure at a distorted geometry, with the ωB97M-V functional and the def2-TZVPD basis.

CARTESIAN COORDINATES (ANGSTROEM)
C1 1.377 -0.112 -6.071
C2 0.976 0.282 -4.691
H1 2.464 -0.129 -6.146
H2 0.974 0.604 -6.790
H3 0.981 -1.104 -6.300
O1 1.717 0.558 -3.775
Cl1 -0.782 0.302 -4.498
Ru1 -0.628 -0.046 0.676
P1 -0.067 1.963 0.112
C3 1.119 3.096 0.935
C4 0.205 2.545 -1.604
H4 0.043 3.637 -1.665
H5 -1.638 3.814 0.145
H6 -0.492 2.024 -2.274
H7 -2.455 2.231 -0.161
H8 2.131 2.863 0.575
H9 1.229 2.298 -1.918
C5 -1.703 2.762 0.439
H10 0.875 4.142 0.687
H11 -1.938 2.682 1.508
H12 1.091 2.970 2.021
P2 0.142 -2.056 0.377
C6 1.406 -2.964 1.358
C7 -1.419 -2.948 0.845
H13 -0.249 -2.441 -1.992
H14 0.368 -3.931 -1.192
H15 1.488 -2.584 -1.580
C8 0.466 -2.831 -1.255
H16 -2.225 -2.572 0.198
H17 -1.269 -4.022 0.690
H18 1.272 -4.054 1.258
H19 1.345 -2.702 2.420
H20 -1.656 -2.750 1.900
H21 2.405 -2.689 0.991
Cl2 -1.906 -0.276 -1.240
N1 -0.406 -0.905 3.433
C9 -0.758 -0.542 4.676
C10 -0.844 0.828 4.702
C11 -0.526 1.275 3.422
N2 -0.304 0.176 2.618
H22 -0.244 -1.866 3.144
H23 -0.986 -1.267 5.425
H24 -1.139 1.454 5.535
H25 -0.438 2.286 3.060

**Multiplicity**: 5
**Lowest unoccupied orbital energy (alpha / beta)**: -10.5 / -15.1 eV
**E_HOMO (alpha / beta)**: -17.612 / -19.284 eV
**Orbital gap (alpha / beta)**: 7.10 / 4.21 eV
**Net charge**: +3
**<S²>**: 6.023

Atom charges from the Löwdin analysis, given in e for atoms 1 to 8: 0.021, -0.638, 0.123, 0.139, 0.135, 0.323, 0.886, 0.764


[2]
Computed, not measured: C11H25GaN4OP as an isolated structure at a distorted geometry, with the ωB97M-V functional and the def2-TZVPD basis.

CARTESIAN COORDINATES (ANGSTROEM)
Ga1 0.461 7.332 1.776
C1 1.585 5.575 1.461
C2 0.817 4.147 1.329
C3 1.532 2.662 1.130
C4 3.197 2.813 1.048
C5 3.766 4.334 1.167
N1 3.072 5.636 1.378
H1 -1.103 7.126 1.485
H2 0.576 7.624 3.376
H3 1.098 8.613 1.060
H4 -0.370 4.166 1.399
H5 0.960 1.646 1.028
H6 3.902 1.865 0.912
H7 4.955 4.416 1.066
O1 -1.945 -0.556 0.089
P1 -0.810 -1.590 -0.115
N2 -1.014 -1.590 -1.813
C6 -2.303 -1.879 -2.429
C7 -0.468 -0.377 -2.436
N3 -1.618 -2.871 0.657
C8 -2.171 -4.052 0.020
C9 -2.445 -2.527 1.815
N4 0.494 -2.778 -0.349
C10 1.696 -2.347 0.371
C11 0.891 -3.393 -1.613
H8 -2.218 -1.876 -3.523
H9 -3.076 -1.158 -2.143
H10 -2.649 -2.881 -2.183
H11 0.548 -0.187 -2.071
H12 -1.077 0.505 -2.209
H13 -0.395 -0.484 -3.524
H14 -3.178 -3.871 -0.367
H15 -2.239 -4.878 0.739
H16 -1.550 -4.429 -0.792
H17 -3.424 -2.149 1.507
H18 -1.956 -1.761 2.427
H19 -2.602 -3.392 2.470
H20 2.174 -1.502 -0.139
H21 2.424 -3.160 0.464
H22 1.440 -2.030 1.386
H23 1.389 -2.681 -2.281
H24 0.047 -3.841 -2.143
H25 1.588 -4.219 -1.430

**Lowest unoccupied orbital energy**: 0.6 eV
**E_HOMO**: -4.568 eV
**Orbital gap**: 5.15 eV
**Net charge**: -1

Atom charges from the Löwdin analysis, given in e for atoms 1 to 8: 0.151, -0.354, -0.107, -0.076, -0.113, -0.179, -0.060, -0.168


[3]
Computed, not measured: C11H25I2NO4SSi as an isolated structure at a distorted geometry, with the ωB97M-V functional and the def2-TZVPD basis.

CARTESIAN COORDINATES (ANGSTROEM)
C1 1.416 1.183 0.912
C2 0.436 2.154 0.146
O1 -0.147 1.391 -0.917
C3 -1.480 1.838 -1.211
Si1 -2.827 0.841 -0.299
C4 -2.760 1.413 1.532
N1 -4.454 1.334 -0.903
C5 -4.581 2.518 -0.750
S1 -4.686 4.115 -0.956
C6 -2.545 -1.032 -0.267
I1 -2.960 -2.084 1.598
C7 -2.096 -1.783 -1.303
C8 -1.793 -1.108 -2.671
I2 -1.783 -3.903 -1.195
H1 1.726 0.418 0.151
H2 2.335 1.686 1.280
H3 0.906 0.611 1.723
H4 1.024 3.040 -0.221
H5 -0.316 2.560 0.869
H6 -1.657 2.926 -1.029
H7 -1.633 1.670 -2.314
H8 -2.893 2.519 1.571
H9 -3.467 0.844 2.178
H10 -1.728 1.175 1.896
H11 -0.837 -0.529 -2.563
H12 -2.629 -0.496 -3.079
H13 -1.572 -1.891 -3.443
C9 4.661 1.237 3.246
O2 4.279 0.557 2.050
H14 3.897 1.064 4.002
H15 5.618 0.851 3.607
H16 4.743 2.309 3.055
H17 4.967 0.724 1.395
C10 -4.612 -2.685 -3.817
O3 -3.807 -3.447 -4.709
H18 -4.218 -2.805 -2.809
H19 -4.577 -1.628 -4.095
H20 -5.644 -3.043 -3.846
H21 -4.169 -3.330 -5.594
C11 6.992 -1.976 2.731
O4 5.691 -2.062 3.294
H22 7.573 -2.833 3.068
H23 6.929 -1.991 1.640
H24 7.483 -1.056 3.062
H25 5.195 -1.295 2.983

**Lowest unoccupied orbital energy**: -0.2 eV
**E_HOMO**: -8.907 eV
**Orbital gap**: 8.74 eV

Atom charges from the Löwdin analysis, given in e for atoms 1 to 8: -0.065, -0.268, -0.216, -0.267, 0.506, -0.214, 0.027, -0.871


[4]
Computed, not measured: C11H25O4PtSb as an isolated structure, with the ωB97M-V functional and the def2-TZVPD basis.

CARTESIAN COORDINATES (ANGSTROEM)
Pt1 0.498 0.271 -0.241
C1 1.771 -1.325 -2.236
C2 1.702 -2.394 -1.177
O1 1.294 -1.793 0.088
C3 0.266 -2.559 0.792
C4 -1.108 -2.424 0.163
O2 -1.465 -1.040 0.211
C5 -2.505 -0.620 -0.675
C6 -2.404 0.888 -0.808
O3 -1.123 1.328 -1.359
C7 -0.996 1.091 -2.793
C8 0.358 0.499 -3.082
O4 0.509 -0.613 -2.161
H1 1.891 -1.757 -3.231
H2 2.579 -0.611 -2.052
H3 2.676 -2.863 -1.043
H4 0.977 -3.159 -1.450
H5 0.268 -2.172 1.809
H6 0.575 -3.604 0.824
H7 -1.827 -3.022 0.727
H8 -1.120 -2.763 -0.877
H9 -3.483 -0.885 -0.267
H10 -2.385 -1.127 -1.637
H11 -2.476 1.369 0.166
H12 -3.204 1.274 -1.439
H13 -1.119 2.039 -3.316
H14 -1.787 0.411 -3.106
H15 1.168 1.210 -2.896
H16 0.424 0.137 -4.109
C9 0.427 3.542 1.783
Sb1 0.708 1.474 1.988
C10 2.599 1.201 2.852
C11 -0.709 0.796 3.378
H17 0.537 3.987 2.771
H18 -0.573 3.738 1.401
H19 1.171 3.955 1.107
H20 2.607 1.741 3.798
H21 3.370 1.595 2.195
H22 2.767 0.141 3.032
H23 -0.600 1.373 4.296
H24 -0.543 -0.258 3.593
H25 -1.712 0.932 2.978

**Lowest unoccupied orbital energy (alpha / beta)**: -8.2 / -7.9 eV
**E_HOMO (alpha / beta)**: -15.760 / -15.670 eV
**Orbital gap (alpha / beta)**: 7.58 / 7.77 eV
**Net charge**: +2

Atom charges from the Löwdin analysis, given in e for atoms 1 to 8: 0.950, -0.122, -0.110, -0.257, -0.116, -0.146, -0.251, -0.147


[5]
Computed, not measured: C11H26F6N3O4P2SbScTe as an isolated structure at a distorted geometry, with the ωB97M-V functional and the def2-TZVPD basis.

CARTESIAN COORDINATES (ANGSTROEM)
Sc1 -0.355 0.173 0.679
C1 0.658 1.634 3.349
O1 0.410 0.754 2.227
H1 1.078 1.193 4.248
H2 -0.256 2.024 3.661
H3 1.377 2.469 3.124
F1 -1.656 0.295 -1.456
Sb1 -2.610 1.826 -0.761
F2 -1.969 2.696 -2.287
F3 -4.311 1.246 -1.266
F4 -0.825 2.261 -0.033
F5 -2.435 0.642 0.958
F6 -3.135 3.252 0.262
C2 -3.694 -4.827 2.353
C3 -3.615 -4.428 0.881
O2 -2.813 -3.162 0.674
P1 -1.573 -2.758 1.499
O3 -0.693 -1.813 0.658
Te1 -0.053 -4.427 2.045
O4 -2.059 -2.277 2.918
C4 -3.190 -1.407 3.274
C5 -2.939 -1.133 4.724
H4 -4.057 -5.832 2.370
H5 -4.408 -4.253 2.906
H6 -2.677 -4.800 2.729
H7 -4.543 -4.205 0.408
H8 -3.098 -5.133 0.246
H9 -4.147 -1.929 3.059
H10 -3.173 -0.463 2.731
H11 -3.062 -1.943 5.419
H12 -3.652 -0.354 5.200
H13 -1.916 -0.746 4.790
C6 4.559 1.964 -2.471
N1 3.324 2.910 -2.404
C7 2.512 2.775 -3.730
N2 2.305 1.404 -4.006
C8 3.518 0.620 -4.054
N3 4.167 0.643 -2.733
C9 3.437 -0.056 -1.662
P2 1.876 0.753 -1.311
C10 2.449 2.547 -1.125
C11 1.339 0.753 -3.112
H14 5.112 1.973 -1.531
H15 5.169 2.377 -3.277
H16 3.654 3.905 -2.430
H17 3.159 3.254 -4.524
H18 1.545 3.211 -3.573
H19 4.210 1.095 -4.792
H20 3.373 -0.412 -4.431
H21 4.073 -0.036 -0.731
H22 3.280 -1.104 -1.887
H23 3.161 2.682 -0.319
H24 1.644 3.305 -0.864
H25 0.309 1.128 -3.171
H26 1.215 -0.266 -3.453

**Multiplicity**: 2
**Lowest unoccupied orbital energy (alpha / beta)**: -6.2 / -7.6 eV
**E_HOMO (alpha / beta)**: -14.033 / -13.736 eV
**Orbital gap (alpha / beta)**: 7.81 / 6.10 eV
**Net charge**: +2
**<S²>**: 0.753

Atom charges from the Löwdin analysis, given in e for atoms 1 to 8: 0.933, -0.106, -0.360, 0.084, 0.061, 0.102, -0.358, 1.537


| no. | E (a.u.) |
| --- | --- |
| 1 | -2315.69987 |
| 2 | -2994.17078 |
| 3 | -2072.83225 |
| 4 | -1093.95800 |
| 5 | -3450.59893 |